1.
The following is a DFT calculation (the ωB97M-V functional and the def2-TZVPD basis) of a molecular structure, C34H29INO4PSiV in a non-equilibrium geometry.

Calculated values
total energy	-96355.48702	eV
ΔE to the lowest compared entry with this formula, charge and spin	8.9	kcal/mol
Kohn-Sham gap (spin up / spin down)	7.403 / 7.361	eV
charge	+1
F_max	2.461	eV Å⁻¹
2S+1	3

Each line ends with the Löwdin spin population.
CARTESIAN COORDINATES (ANGSTROEM)
V -0.28087 0.66121 -0.02050  1.85
I -1.11717 0.59658 2.64954  0.01
C -0.72288 -1.28524 3.53741  0.00
C -1.73072 -1.68759 4.36484  0.00
C -1.53698 -2.77682 5.23549  0.00
C -0.31512 -3.37088 5.29679  0.00
C 0.73815 -2.96647 4.44123  0.00
C 2.01086 -3.56833 4.57406  0.00
C 3.04862 -3.20373 3.77138  0.00
C 2.81705 -2.29404 2.72803  0.00
C 1.59460 -1.69313 2.54097  0.00
P 1.40238 -0.86159 0.92353  0.00
C 2.46527 0.62079 1.00956  0.00
C 2.71563 1.24951 2.23071  0.00
C 3.39137 2.45847 2.26765  0.00
C 3.81899 3.05711 1.09002  0.00
C 3.57489 2.44213 -0.12914  0.00
C 2.89672 1.23371 -0.17228  0.00
C 2.18947 -2.01972 -0.22970  0.00
C 3.52332 -1.96331 -0.61838  0.00
C 4.02651 -2.91067 -1.49973  0.00
C 3.20433 -3.91387 -1.99075  0.00
C 1.87167 -3.97471 -1.60301  0.00
C 1.36365 -3.02631 -0.73135  0.00
C 0.53345 -1.94623 3.46466  0.00
H -2.66961 -1.15153 4.38222  0.00
H -2.34509 -3.09414 5.87949  0.00
H -0.12323 -4.16332 6.00877  0.00
H 2.14289 -4.32498 5.33731  0.00
H 4.02722 -3.64692 3.89273  0.00
H 3.61636 -2.10009 2.02410  0.00
H 2.39060 0.78751 3.15464  0.00
H 3.58795 2.93365 3.21938  0.00
H 4.34750 4.00034 1.12437  0.00
H 3.91717 2.89939 -1.04824  0.00
H 2.72632 0.75453 -1.12876  0.00
H 4.17778 -1.19197 -0.23181  0.00
H 5.06565 -2.86683 -1.79799  0.00
H 3.60181 -4.64918 -2.67752  0.00
H 1.22906 -4.75635 -1.98539  0.00
H 0.31913 -3.06283 -0.44042  0.00
O 0.28128 -0.13497 -1.63082  0.01
C 0.35052 0.40163 -2.75311  0.03
C 0.20710 1.79627 -3.00521  0.00
C 0.35380 2.26826 -4.31909  0.01
C 0.26652 3.60929 -4.55713  0.00
C 0.03045 4.52366 -3.52542  0.01
C -0.11810 4.08015 -2.23435  0.00
C -0.03157 2.71272 -1.94497  0.02
O -0.14025 2.29048 -0.70473  0.02
N 0.43299 4.10483 -5.93244  0.00
O 0.44962 5.30646 -6.08779  0.00
O 0.53634 3.27681 -6.81221  0.00
H 0.56839 -0.25435 -3.60111  0.00
H 0.53682 1.58677 -5.13980  0.00
H -0.03033 5.57558 -3.76662  0.00
H -0.30609 4.76842 -1.42227  0.00
C -5.97083 -1.04389 -0.18087  0.00
Si -5.20351 0.54401 -0.78864  0.01
C -5.72983 0.91777 -2.53654  0.00
C -5.57726 1.97737 0.35611  0.00
C -3.35754 0.37293 -0.69758  0.06
C -2.15710 0.40387 -0.46915  -0.04
H -7.05700 -0.94584 -0.12451  0.00
H -5.60270 -1.30803 0.81169  0.00
H -5.74444 -1.87029 -0.85676  0.00
H -6.81170 1.06110 -2.57991  0.00
H -5.47384 0.09867 -3.21054  0.00
H -5.25541 1.82628 -2.91058  0.00
H -6.65020 2.15893 0.44538  0.00
H -5.11034 2.89013 -0.01885  0.00
H -5.18047 1.78085 1.35389  0.00



2.
The following is a DFT calculation (the ωB97M-V functional and the def2-TZVPD basis) of a molecular structure, C34H29IrN13OSe2.

Calculated values
total energy	-190656.73207	eV
ΔE to the lowest compared entry with this formula, charge and spin	0.0	kcal/mol
Kohn-Sham gap	6.060	eV
charge	+3
F_max	0.657	eV Å⁻¹

Each line ends with the Löwdin charge.
CARTESIAN COORDINATES (ANGSTROEM)
Ir 0.32408 0.18420 0.19745  1.19
Se 2.31237 1.71100 0.58375  0.83
Se 2.62380 1.17214 2.85487  0.89
C 0.82783 0.67420 3.24721  -0.62
C 0.47866 0.76449 4.58656  -0.07
C -0.80432 0.43592 4.98094  0.01
C -1.71613 0.06452 4.00472  0.00
C -1.29948 0.00761 2.69545  -0.12
N -0.03470 0.27366 2.29263  -0.13
C 3.09166 0.03336 0.01141  -0.62
C 4.38137 -0.21044 -0.37807  -0.02
C 4.70069 -1.53350 -0.68524  0.03
C 3.72200 -2.50660 -0.59680  0.02
C 2.43060 -2.15470 -0.22816  -0.06
N 2.12320 -0.89139 0.08922  -0.14
H 1.20629 1.11548 5.30694  0.12
H -1.09227 0.50214 6.02179  0.14
H -2.74458 -0.16358 4.24614  0.13
H -2.00084 -0.25987 1.92289  0.09
H 5.11362 0.58367 -0.43182  0.14
H 5.70749 -1.79292 -0.98622  0.14
H 3.95008 -3.54038 -0.81702  0.12
H 1.64295 -2.89534 -0.18149  0.10
C 0.70154 -1.07912 -5.21464  -0.03
N 0.67309 -0.31578 -3.94998  -0.07
C 0.22059 -0.70444 -2.77060  -0.10
N 0.51955 0.22856 -1.86186  -0.09
C 1.18076 1.18240 -2.58979  -0.17
N 1.29338 0.87145 -3.84898  0.18
C 1.87939 -2.02097 -5.21727  -0.20
C 2.91562 -1.89744 -6.13132  0.00
C 3.99344 -2.77751 -6.08166  -0.02
C 4.05640 -3.76028 -5.10863  0.02
C 3.01514 -3.87943 -4.18849  -0.13
C 1.92591 -3.02597 -4.26241  0.01
C 3.07380 -4.86688 -3.11555  -0.30
N 4.00216 -5.70496 -2.82376  0.15
N 3.60515 -6.34810 -1.65780  0.15
C 2.46753 -5.84914 -1.33227  -0.30
O 2.05338 -4.89045 -2.20879  0.08
C 1.64302 -6.11434 -0.15573  -0.13
C 2.06266 -7.03546 0.80013  0.02
C 1.28907 -7.24272 1.92993  -0.02
C 0.11857 -6.52052 2.12595  -0.01
C -0.30192 -5.60172 1.17203  -0.20
C -1.59158 -4.83985 1.37972  -0.03
N -1.51925 -3.49927 0.76638  -0.08
C -0.63519 -2.54559 1.00003  -0.13
N -0.85528 -1.53164 0.15271  -0.09
C -1.93050 -1.95429 -0.58310  -0.19
N -2.34073 -3.14330 -0.23825  0.18
C 0.45278 -5.41542 0.02209  0.00
H 0.74894 -0.34566 -6.01467  0.14
H -0.24515 -1.61469 -5.28550  0.14
H -0.29114 -1.63351 -2.59890  0.13
H 1.54380 2.11349 -2.18502  0.11
H 2.88740 -1.12126 -6.88594  0.13
H 4.79222 -2.68720 -6.80480  0.13
H 4.89651 -4.44007 -5.05603  0.13
H 1.10521 -3.16608 -3.56830  0.11
H 2.98519 -7.57956 0.64773  0.13
H 1.60515 -7.96276 2.67209  0.13
H -0.46680 -6.68105 3.02339  0.13
H -1.81064 -4.71567 2.43932  0.14
H -2.44528 -5.32454 0.90807  0.15
H 0.14254 -2.60437 1.74439  0.16
H -2.38670 -1.39077 -1.38118  0.13
H 0.11268 -4.74783 -0.76259  0.12
N -4.81492 1.93711 -0.44651  0.19
C -3.51950 2.24797 -0.31833  -0.33
C -2.52623 1.26098 -0.12095  -0.06
N -1.24390 1.58882 0.01896  -0.11
C -0.92181 2.89263 -0.03688  -0.13
C -1.91168 3.84679 -0.23153  -0.06
N -3.18487 3.54190 -0.37186  0.17
H -5.15279 0.99221 -0.47767  0.12
H -5.47046 2.68522 -0.61328  0.14
H -2.80102 0.21764 -0.06208  0.08
H 0.10743 3.18524 0.07039  0.05
H -1.64641 4.89666 -0.27236  0.14



3.
The following is a DFT calculation (the ωB97M-V functional and the def2-TZVPD basis) of a molecular structure, C34H29IrNO4P2 in a non-equilibrium geometry.

Calculated values
total energy	-66805.57444	eV
Kohn-Sham gap (spin up / spin down)	4.773 / 4.134	eV
charge	+2
F_max	4.748	eV Å⁻¹
2S+1	2

Each line ends with the Löwdin spin population.
CARTESIAN COORDINATES (ANGSTROEM)
Ir 0.10240 -0.16610 0.02630  0.07
O 3.95120 -0.15530 1.91120  -0.02
C 2.89890 -0.25940 1.39710  0.01
O 2.31250 0.01110 0.35260  0.03
C 1.64540 -1.05090 2.58170  0.01
O 2.17160 -1.39280 3.57690  0.04
O 0.53220 -1.01330 2.06330  -0.01
C -1.33770 3.16600 -1.01630  0.02
N -2.55280 2.49040 -1.36170  0.33
C -2.37890 1.12790 -1.73250  0.03
P -2.36330 0.12640 -0.10780  0.00
C -4.15810 -0.02730 0.17240  0.00
C -4.92420 -0.77700 -0.72170  0.00
C -6.28610 -0.88250 -0.51920  0.00
C -6.88620 -0.25000 0.56170  0.00
C -6.12080 0.48970 1.44920  0.00
C -4.75410 0.59910 1.26100  0.00
C -1.87950 -1.55160 -0.63940  0.01
C -1.02470 -1.81970 -1.73440  0.00
C -0.70240 -3.13680 -2.03800  0.00
C -1.19810 -4.17910 -1.26670  0.00
C -2.00520 -3.91460 -0.16400  0.00
C -2.32810 -2.61480 0.16170  0.00
C -3.78580 3.10780 -1.37690  0.07
C -4.83400 2.59920 -2.17430  0.11
C -6.04450 3.24730 -2.25250  0.00
C -6.26980 4.42010 -1.54160  0.17
C -5.25700 4.92460 -0.73230  0.01
C -4.04060 4.28600 -0.64400  0.10
P -0.06790 2.30630 0.11570  -0.02
C -0.60210 2.39680 1.84290  0.00
C -1.89810 2.64300 2.28640  0.00
C -2.15900 2.64760 3.64840  0.00
C -1.15310 2.35300 4.55740  0.00
C 0.13130 2.06610 4.11430  0.00
C 0.41160 2.10330 2.76430  0.00
C 1.21120 3.58670 -0.00900  -0.01
C 2.03530 3.61810 -1.13350  0.00
C 2.96400 4.63200 -1.27900  0.00
C 3.08410 5.60970 -0.30050  0.00
C 2.26540 5.57900 0.81850  0.00
C 1.33140 4.57230 0.97410  0.00
H -1.52380 4.15540 -0.59520  0.00
H -0.74690 3.31450 -1.93430  0.02
H -1.42270 1.00860 -2.25140  0.00
H -3.18880 0.75080 -2.35430  0.00
H -4.45270 -1.28490 -1.55310  0.00
H -6.88350 -1.46770 -1.20170  0.00
H -7.94940 -0.34670 0.71770  0.00
H -6.58730 0.96930 2.29500  0.00
H -4.14520 1.14240 1.96750  0.00
H -0.72370 -1.03980 -2.43100  0.00
H -0.07220 -3.35210 -2.88730  0.00
H -0.96140 -5.19900 -1.52590  0.00
H -2.38270 -4.72690 0.43750  0.00
H -2.95790 -2.40110 1.01430  0.00
H -4.69240 1.73090 -2.79570  0.00
H -6.81320 2.85050 -2.89540  0.00
H -7.21480 4.93350 -1.62060  0.01
H -5.42740 5.82330 -0.16320  0.00
H -3.29730 4.69290 0.02200  0.00
H -2.68470 2.86080 1.57420  0.00
H -3.14730 2.89350 4.00690  0.00
H -1.36460 2.34490 5.61330  0.00
H 0.90410 1.81650 4.82430  0.00
H 1.41820 1.92200 2.40780  0.00
H 1.95530 2.84380 -1.88350  0.00
H 3.60160 4.66150 -2.14840  0.00
H 3.81810 6.39340 -0.40720  0.00
H 2.35160 6.34490 1.57380  0.00
H 0.69510 4.55990 1.84650  0.00



> The highest total energy belongs to which entry?

C34H29IrNO4P2